# 1
Density functional theory data (ωB97M-V with the def2-TZVPD basis set) for an isolated molecule of C4H7NO2.

Geometry as XYZ:
```
14
Properties=species:S:1:pos:R:3:forces:R:3:nbo_charge:R:1
C -1.069 -1.085 0.100 0.0567 -0.0251 0.0816 -0.69
C -0.425 0.287 0.077 -0.1099 0.2426 0.0960 0.19
N -1.097 1.346 0.339 0.6693 -0.3903 -0.1384 -0.13
O -2.408 1.031 0.690 -0.1015 0.1925 0.1625 -0.57
C 0.978 0.476 -0.514 -0.0851 0.0108 -0.0844 0.02
C 2.324 -0.046 -0.088 -0.0204 0.0205 0.2598 -0.10
O 1.487 -0.769 -0.963 -0.0145 -0.2931 -0.2691 -0.49
H -1.994 -1.087 -0.493 0.2775 0.1735 0.0773 0.24
H -0.404 -1.856 -0.287 0.0018 0.1790 0.1022 0.24
H -1.382 -1.348 1.116 0.1190 0.0889 -0.0751 0.24
H -2.802 1.889 0.900 0.1999 -0.1746 -0.1082 0.48
H 1.017 1.334 -1.191 -0.0603 -0.4097 -0.1694 0.20
H 3.252 0.186 -0.626 -0.4154 0.8245 0.3790 0.19
H 2.522 -0.358 0.942 -0.5172 -0.4394 -0.3140 0.18
```
Positions in Å, forces in eV/Å.

## Properties
- E_HOMO (eV) = -9.52
- ΔE to the lowest compared entry with this formula, charge and spin (kJ/mol) = 389.3
- spin multiplicity = 1

# 2
Density functional theory data (ωB97M-V with the def2-TZVPD basis set) for a structure of composition C20H23MnN3O5 in a non-equilibrium geometry.

Geometry as XYZ:
```
52
Properties=species:S:1:pos:R:3:forces:R:3:lowdin_spin:R:1
Mn 0.319 -0.608 -0.163 0.1815 -1.8197 -1.9400 3.78
O -1.345 1.063 -3.971 -0.2760 0.3573 0.1578 0.00
C -2.068 2.061 -3.403 0.4651 -0.4389 0.4877 0.00
C -2.872 2.868 -4.190 -0.2744 0.2985 -0.1825 0.00
C -3.628 3.883 -3.618 0.2506 -0.3631 -0.0574 0.00
C -3.571 4.101 -2.249 -0.2260 0.3056 0.0197 0.00
C -2.743 3.334 -1.459 0.2863 -0.4122 -0.1599 0.00
C -1.979 2.300 -2.013 -0.7013 0.7200 -0.7190 0.00
C -1.086 1.513 -1.189 1.6763 -1.2529 1.6245 0.00
O -0.651 0.337 -1.603 -1.0033 1.1793 -0.6588 0.02
N -0.689 2.002 -0.033 -1.5404 1.5066 -1.0649 0.00
N 0.126 1.176 0.628 1.1135 0.4460 2.9092 -0.01
C 0.504 1.537 1.842 -1.0181 -0.0263 -2.1155 0.03
C 1.394 0.793 2.656 0.8880 -0.9476 0.5552 0.01
C 1.725 1.255 3.939 -0.0174 -0.0960 -0.2557 0.01
C 2.617 0.581 4.755 -0.2539 0.5460 0.3349 0.01
C 3.227 -0.574 4.298 -0.1357 -0.4292 -0.7934 0.01
C 2.930 -1.063 3.032 0.3886 -0.0984 0.7059 0.00
C 1.991 -0.433 2.205 -0.6136 0.1694 -1.0019 0.01
O 1.677 -0.976 1.059 1.7504 -0.0698 1.5820 0.06
H -0.935 0.588 -3.197 0.0020 -0.1362 -0.1792 0.00
H -2.899 2.692 -5.255 -0.0023 -0.0711 -0.0920 0.00
H -4.262 4.497 -4.243 -0.0349 0.0227 -0.0457 0.00
H -4.179 4.876 -1.802 0.0141 0.0612 0.0315 0.00
H -2.658 3.510 -0.398 -0.0077 -0.0252 0.0722 0.00
H 0.106 2.467 2.247 -0.0183 0.0543 -0.2030 0.00
H 1.255 2.166 4.283 -0.0219 0.1047 0.0886 0.00
H 2.830 0.958 5.747 0.0085 0.0313 0.0111 0.00
H 3.923 -1.115 4.927 0.0675 0.0054 0.0326 0.00
H 3.396 -1.968 2.665 -0.0565 -0.0037 -0.0295 0.00
N 2.930 -0.687 -3.773 0.3573 0.1290 -0.3335 0.00
C 2.057 -0.760 -2.735 0.1667 0.0377 -0.0509 0.00
O 2.157 -0.001 -1.787 0.0882 0.0919 0.0327 0.03
C 1.018 -1.840 -2.819 -0.2444 -0.0851 0.4427 -0.02
C 0.673 -2.297 -1.400 0.1560 -0.0038 -0.0789 -0.11
H 3.600 0.063 -3.791 -0.1051 0.0132 0.0513 0.00
H 2.779 -1.211 -4.615 -0.0518 -0.0716 0.0042 0.00
H 1.359 -2.661 -3.467 -0.0003 0.1742 -0.0296 -0.01
H 0.124 -1.401 -3.269 0.0501 -0.0047 -0.1625 0.00
H 1.534 -2.860 -1.005 -0.1624 0.1920 0.1635 0.00
H -0.172 -2.994 -1.459 -0.0155 0.2735 0.2548 0.00
C -0.316 -3.470 1.739 -0.2068 0.2830 -0.0808 0.00
C -1.334 -2.315 1.765 -0.1116 -0.0944 0.2073 0.02
C -1.310 -1.633 3.148 -0.1077 -0.2087 -0.4236 0.00
O -1.110 -1.417 0.756 -0.9680 -0.0006 0.2996 0.15
H -0.334 -4.045 2.663 -0.0311 -0.1591 0.1281 0.00
H 0.673 -3.040 1.597 0.1053 -0.0354 0.0830 0.00
H -0.519 -4.130 0.900 -0.0005 -0.1278 -0.1358 0.00
H -2.354 -2.738 1.617 0.1802 -0.0787 0.2402 0.00
H -0.323 -1.219 3.344 0.1603 -0.0056 0.0582 0.00
H -1.561 -2.353 3.925 -0.0360 -0.0344 0.2075 0.00
H -2.027 -0.815 3.167 -0.1139 0.0976 0.0079 0.00
```
Positions in Å, forces in eV/Å.

## Properties
- expectation value of S² = 6.089
- E_HOMO (alpha / beta) (eV) = -3.80 / -4.38
- ΔE to the lowest compared entry with this formula, charge and spin (kJ/mol) = 67.1
- charge = -1
- spin multiplicity = 5

# 3
Density functional theory data (ωB97M-V with the def2-TZVPD basis set) for a cluster of 2 separate species, Br2HP in total in a non-equilibrium geometry.

Geometry as XYZ:
```
4
Properties=species:S:1:pos:R:3:forces:R:3:nbo_charge:R:1
P 1.404 -0.353 -1.009 -0.1262 -0.2323 -0.2254 0.28
Br -2.379 0.117 1.207 0.1607 0.0301 -0.0348 -0.05
Br 0.926 0.911 0.681 0.2190 0.9363 1.0419 -0.18
H 0.049 -0.675 -0.878 -0.2535 -0.7341 -0.7818 -0.06
```
Positions in Å, forces in eV/Å.

## Properties
- E_HOMO (alpha / beta) (eV) = -10.26 / -8.81
- ΔE to the lowest compared entry with this formula, charge and spin (kJ/mol) = 273.7
- spin multiplicity = 1

# 4
Density functional theory data (ωB97M-V with the def2-TZVPD basis set) for a cluster of 3 separate species, C35H21ClO9 in total in a non-equilibrium geometry.

Geometry as XYZ:
```
66
Properties=species:S:1:pos:R:3:forces:R:3:nbo_charge:R:1
C 2.649 -4.224 3.740 -0.3649 -0.8776 -0.6086 -0.73
C 3.213 -5.742 4.136 2.0642 0.7260 6.3545 0.78
O 3.743 -5.849 5.378 -3.2239 -0.1498 -8.5018 -0.55
O 3.086 -6.887 3.198 1.4831 2.0917 1.3327 -0.55
C 4.385 -7.194 2.573 1.4685 1.8237 0.4503 -0.12
C 4.521 -6.272 1.224 -1.8121 0.4507 -1.6075 -0.11
C 3.475 -5.774 0.274 5.2853 -1.5219 2.7982 -0.07
Cl 1.647 -6.073 0.339 3.6456 0.8835 -0.3797 0.10
C 4.425 -4.904 -0.740 -4.9266 3.4934 -2.5828 0.75
O 3.805 -3.963 -1.455 5.3430 -6.0047 4.0529 -0.52
O 5.855 -5.291 -0.652 -2.9657 1.0392 2.5946 -0.50
C 6.013 -5.734 0.773 3.5872 0.3440 2.3213 0.75
O 7.164 -5.630 1.442 -8.2547 -0.9261 -4.9066 -0.49
H 3.054 -3.390 4.463 -0.4851 -2.1541 -1.4129 0.27
H 2.977 -4.027 2.622 -0.9053 -0.2421 2.3108 0.24
H 1.462 -4.197 3.849 2.6100 -0.3009 -0.5011 0.26
H 4.589 -8.338 2.412 -0.9416 2.2972 0.0775 0.25
H 5.221 -6.805 3.329 -1.5516 -0.9785 -1.7834 0.24
O -0.071 -1.724 -0.067 -0.3341 0.0874 -0.5084 -0.55
C -0.689 -1.590 -1.116 0.7263 -0.2014 1.1392 0.61
C -2.058 -1.036 -1.113 -0.4989 0.2348 0.3437 -0.17
C -2.644 -0.642 0.097 -0.2837 0.1409 -0.0134 -0.17
C -3.922 -0.081 0.103 0.3078 -0.1330 -0.0976 -0.19
C -4.616 0.090 -1.094 0.2525 -0.1421 -0.2463 -0.19
C -4.041 -0.319 -2.299 -0.1516 0.1169 0.2693 -0.17
C -2.762 -0.888 -2.308 -0.4718 0.2873 0.3295 -0.06
C -2.169 -1.334 -3.585 -0.7416 0.0726 -1.3244 0.50
O -2.809 -1.254 -4.627 0.3763 -0.0276 0.6482 -0.53
C -0.793 -1.869 -3.590 0.4385 -0.2228 -0.3725 -0.06
C -0.208 -2.260 -4.802 0.2716 -0.0857 -0.0078 -0.18
C 1.104 -2.736 -4.822 -0.3488 0.1499 0.1583 -0.19
C 1.834 -2.821 -3.636 -0.2082 0.0999 0.2227 -0.19
C 1.247 -2.445 -2.426 0.1229 -0.0519 -0.2134 -0.15
C -0.072 -1.972 -2.402 0.5543 -0.2040 -0.3363 -0.17
H -2.106 -0.767 1.035 0.0125 -0.0232 -0.3130 0.24
H -4.373 0.229 1.043 0.1108 -0.0561 -0.1668 0.22
H -5.606 0.539 -1.091 0.1858 -0.0924 -0.0176 0.22
H -4.591 -0.187 -3.229 0.2740 -0.1257 0.1433 0.24
H -0.770 -2.192 -5.732 -0.0053 0.0616 0.3306 0.24
H 1.558 -3.036 -5.763 -0.1023 0.0642 0.1684 0.22
H 2.860 -3.183 -3.653 -0.2265 0.0825 0.0769 0.23
H 1.823 -2.517 -1.504 -0.2884 0.0418 -0.2031 0.25
O -1.816 7.439 -1.096 0.0608 -0.4857 0.5262 -0.53
C -1.706 6.592 -0.218 -0.1242 0.9776 -1.0838 0.50
C -1.446 5.181 -0.568 0.0979 -0.4330 -0.4492 -0.06
C -1.304 4.815 -1.913 0.0672 -0.2900 -0.0597 -0.17
C -1.019 3.491 -2.249 -0.0677 0.2931 0.1894 -0.19
C -0.874 2.531 -1.248 -0.0831 0.2128 0.3111 -0.19
C -1.032 2.891 0.092 0.0344 -0.1297 -0.3092 -0.15
C -1.325 4.217 0.432 0.1319 -0.4213 -0.4442 -0.17
C -1.509 4.584 1.850 0.0860 -1.0761 1.0415 0.61
O -1.456 3.727 2.724 -0.0460 0.5235 -0.5187 -0.54
C -1.748 5.998 2.201 -0.0999 0.4600 0.4670 -0.17
C -1.888 6.363 3.547 -0.0347 0.3114 0.0734 -0.15
C -2.081 7.702 3.891 0.0544 -0.3181 -0.1994 -0.20
C -2.135 8.677 2.896 0.0379 -0.2167 -0.3488 -0.19
C -2.011 8.313 1.553 -0.0347 0.1053 0.3302 -0.18
C -1.822 6.970 1.205 -0.0655 0.4779 0.4843 -0.06
H -1.411 5.560 -2.700 0.0103 -0.0550 0.3239 0.24
H -0.905 3.209 -3.294 -0.0260 0.0668 0.1879 0.22
H -0.639 1.502 -1.509 -0.0477 0.1765 0.0707 0.22
H -0.922 2.135 0.868 -0.0711 0.2936 -0.0750 0.24
H -1.842 5.607 4.330 0.0272 0.0622 -0.3297 0.24
H -2.185 7.984 4.936 0.0232 -0.0732 -0.1954 0.22
H -2.276 9.722 3.165 0.0235 -0.1970 -0.0756 0.22
H -2.057 9.081 0.782 0.0185 -0.3324 0.0652 0.24
```
Positions in Å, forces in eV/Å.

## Properties
- E_HOMO (eV) = -9.73
- spin multiplicity = 1

# 5
Density functional theory data (ωB97M-V with the def2-TZVPD basis set) for a structure of composition C15H28N2O5 in a non-equilibrium geometry.

Geometry as XYZ:
```
50
Properties=species:S:1:pos:R:3:forces:R:3:nbo_charge:R:1
O 0.059 7.442 11.683 -2.3843 1.9103 -2.3543 -0.56
C -0.137 8.196 10.708 1.2868 -3.0208 4.1667 0.76
O 1.042 8.554 10.146 -1.0916 1.2491 0.3105 -0.49
C 0.785 9.233 8.949 -0.1494 1.9711 -0.1969 -0.06
C -0.655 9.812 9.150 0.0269 0.0316 -1.2926 -0.40
C -1.380 8.838 10.024 0.9383 0.4212 1.5085 -0.53
H 1.026 8.548 8.135 -0.4482 1.1582 1.7967 0.18
H 1.487 10.063 8.874 0.0806 0.0227 -0.0466 0.19
H -1.263 9.942 8.255 0.5039 0.2914 0.6666 0.20
H -0.568 10.773 9.657 0.0868 -0.0035 -0.0830 0.22
H -2.163 8.255 9.539 0.7329 -0.7365 -0.0384 0.25
H -1.938 9.434 10.746 0.1050 -0.4192 0.5253 0.25
C 0.390 10.225 5.504 -0.0272 1.0640 -0.5862 -0.26
O -0.246 9.601 6.572 -0.4487 -0.3359 0.0470 -0.74
H -0.192 10.044 4.600 0.1429 0.5064 -0.2977 0.18
H 0.490 11.270 5.799 -0.0226 0.3798 -0.7731 0.17
H 1.404 9.873 5.313 -0.1267 -0.3873 0.4294 0.20
H -1.123 9.973 6.689 0.1369 0.1479 -0.5640 0.47
C 0.816 7.367 6.354 -0.5181 0.0857 -1.1826 -0.27
O 1.993 6.581 6.071 -13.2585 -0.3761 8.4294 -0.69
H 0.864 8.064 7.190 0.3330 -1.7009 -2.2216 0.15
H 0.697 7.935 5.431 0.4171 0.1209 0.0597 0.18
H -0.166 6.894 6.327 0.8247 -0.5934 0.5295 0.22
H 2.342 6.091 6.819 0.0675 -0.2805 0.4472 0.53
C -2.597 4.847 5.465 -0.8507 -0.5074 1.4589 -0.26
O -1.656 5.862 5.896 -0.7354 -1.1199 -1.3671 -0.73
H -2.693 4.528 4.427 0.7329 1.2948 -0.3738 0.20
H -2.451 3.868 5.920 0.6137 0.0357 0.5292 0.17
H -3.581 5.138 5.835 -0.2491 0.1254 -0.3508 0.16
H -1.514 5.749 6.839 -0.1420 -0.2858 0.0618 0.47
N 2.921 6.307 9.238 2.7118 1.4047 -0.0112 -0.50
C 3.653 5.482 8.385 0.7170 0.1339 1.2651 -0.07
C 2.765 4.723 7.733 -1.0757 -1.4484 0.0517 -0.36
C 1.528 5.153 8.206 -3.4018 -2.2012 -0.7806 -0.30
C 1.582 6.203 9.035 0.5615 -0.9516 0.7663 -0.07
H 3.406 6.980 9.813 -0.4151 0.0930 -0.0234 0.42
H 4.724 5.345 8.353 -0.0266 0.6925 0.4023 0.23
H 2.743 3.986 6.943 1.0176 -0.0615 0.1849 0.26
H 0.656 4.589 7.910 -0.4201 0.4950 -0.1620 0.21
H 0.842 6.836 9.500 0.7209 -1.1951 -0.2492 0.23
N 3.373 6.567 4.902 11.3857 -2.0358 -8.9342 -0.52
C 4.586 6.056 5.243 -0.1535 0.4435 1.9974 -0.13
C 5.123 5.293 4.238 1.4471 -0.1450 1.2197 -0.32
C 4.246 5.380 3.184 -0.4153 -0.4734 -0.9595 -0.34
C 3.183 6.102 3.669 -1.6706 1.0700 -2.0948 -0.08
H 2.700 7.031 5.495 2.0450 3.2029 -1.3555 0.44
H 4.773 6.144 6.303 0.9913 0.0142 -0.1767 0.17
H 6.043 4.730 4.291 0.0023 0.0664 -0.0173 0.20
H 4.448 4.971 2.205 -0.5112 -0.0179 -0.0213 0.21
H 2.295 6.437 3.155 -0.0874 -0.1353 -0.3392 0.17
```
Positions in Å, forces in eV/Å.

## Properties
- E_HOMO (eV) = -6.74
- ΔE to the lowest compared entry with this formula, charge and spin (kJ/mol) = 623.7
- spin multiplicity = 1

| no. | E (Eh) |
| --- | --- |
| 1 | -361.73260 |
| 2 | -2467.50673 |
| 3 | -5489.90172 |
| 4 | -2483.49970 |
| 5 | -1073.65760 |